DFT (wB97M-V/def2-TZVPD) results for a molecular structure, C31H50KN3O2PSi4Te.

Structure (XYZ):
```
93
Properties=species:S:1:pos:R:3:forces:R:3:mulliken_charge:R:1
K -1.381 -2.132 -1.542 0.212 0.024 0.381 0.773
N 0.578 -3.637 1.073 0.062 -0.006 0.059 -0.349
C 1.922 -3.764 1.435 -0.041 0.032 -0.099 0.511
C 2.265 -4.681 2.436 0.068 -0.002 0.054 -0.658
C 3.579 -4.855 2.820 -0.047 -0.009 -0.016 -0.519
C 4.592 -4.121 2.212 0.049 0.016 -0.014 -0.882
C 4.260 -3.223 1.214 -0.029 -0.017 0.050 0.189
C 2.941 -3.033 0.801 -0.064 -0.014 -0.074 0.015
P 2.518 -1.844 -0.542 0.053 0.025 0.115 0.656
C 3.445 -0.360 0.039 0.021 -0.026 -0.029 0.386
C 4.778 -0.092 -0.271 -0.054 -0.020 0.008 -0.087
C 5.409 1.030 0.247 -0.009 0.032 0.011 -0.807
C 4.717 1.898 1.081 0.002 -0.019 -0.009 -0.446
C 3.389 1.642 1.391 -0.011 -0.004 0.012 -0.535
C 2.754 0.522 0.870 0.000 -0.039 -0.044 -0.004
C 3.582 -2.414 -1.924 -0.019 0.029 0.022 0.351
C 3.725 -1.548 -3.011 -0.015 0.007 0.001 -0.715
C 4.495 -1.905 -4.106 0.000 -0.001 0.015 -0.800
C 5.113 -3.149 -4.146 -0.008 0.002 -0.010 -0.516
C 4.947 -4.030 -3.089 -0.012 -0.001 0.008 -0.691
C 4.188 -3.665 -1.983 0.016 -0.011 0.004 -0.300
H -0.048 -3.819 1.844 -0.028 -0.051 -0.020 0.327
H 0.356 -2.725 0.699 0.063 0.128 0.006 -0.264
H 1.477 -5.250 2.918 -0.004 0.008 -0.010 0.347
H 3.816 -5.565 3.603 0.000 0.002 -0.003 0.360
H 5.624 -4.247 2.514 -0.012 0.002 0.001 0.404
H 5.044 -2.645 0.739 0.000 0.016 -0.008 0.330
H 5.326 -0.755 -0.927 0.018 -0.020 -0.021 0.366
H 6.445 1.228 -0.004 -0.008 -0.011 -0.003 0.385
H 5.210 2.776 1.482 0.000 -0.004 -0.003 0.374
H 2.836 2.320 2.029 -0.002 -0.020 -0.015 0.376
H 1.711 0.331 1.102 0.010 0.038 0.024 -0.040
H 3.223 -0.586 -3.003 0.007 0.005 -0.023 0.565
H 4.591 -1.218 -4.937 -0.009 0.010 0.008 0.419
H 5.707 -3.434 -5.006 -0.003 -0.001 0.008 0.372
H 5.411 -5.008 -3.120 -0.002 0.000 0.004 0.388
H 4.073 -4.360 -1.161 0.006 -0.001 -0.015 0.398
C 1.114 -1.760 -5.695 -0.039 0.017 -0.048 -0.854
C 0.310 -0.760 -4.916 0.167 0.198 -0.030 0.510
N 0.662 0.471 -4.800 0.045 -0.005 0.017 -0.532
O 1.898 0.735 -5.474 -0.183 -0.097 0.098 -0.442
C -0.939 -1.155 -4.254 0.026 -0.002 -0.259 0.524
C -1.843 -0.102 -3.683 0.008 0.195 -0.065 -1.107
N -1.234 -2.430 -4.297 0.077 -0.025 -0.073 -0.316
O -2.318 -2.831 -3.696 -0.179 -0.057 -0.182 -0.754
H 2.121 -1.826 -5.290 0.030 -0.023 0.014 -0.061
H 1.207 -1.424 -6.729 -0.003 0.022 0.010 0.295
H 0.632 -2.730 -5.661 -0.003 -0.019 0.021 0.361
H 2.024 1.672 -5.289 -0.101 -0.176 0.008 0.366
H -1.369 0.480 -2.887 0.042 -0.083 0.022 0.105
H -2.762 -0.561 -3.321 -0.013 -0.031 -0.015 0.533
H -2.105 0.628 -4.453 0.018 -0.005 0.008 0.475
C -2.182 3.123 -1.253 0.004 -0.001 -0.029 -0.264
Si -1.810 3.324 0.577 -0.048 0.106 0.000 0.156
C 0.050 3.422 0.803 0.009 -0.097 -0.020 -0.595
C -2.588 4.937 1.178 -0.036 -0.001 0.052 -1.066
Si -2.656 1.498 1.757 0.283 -0.414 -0.151 0.400
Te -1.118 -0.448 1.431 -0.238 0.213 0.173 -0.733
Si -2.744 1.975 4.032 -0.074 0.067 0.028 0.311
C -2.933 0.404 5.039 0.020 -0.068 -0.021 -1.021
C -1.159 2.833 4.575 0.061 0.012 -0.007 -1.041
C -4.211 3.119 4.364 -0.007 0.009 0.030 -0.996
Si -4.767 0.894 0.969 -0.075 0.126 -0.008 0.188
C -5.884 2.403 0.760 0.028 0.038 -0.005 -1.033
C -4.602 0.039 -0.692 0.067 -0.053 -0.018 -0.689
C -5.574 -0.295 2.182 0.013 -0.045 0.006 -1.088
H -1.688 3.894 -1.851 -0.008 -0.003 0.016 0.420
H -3.256 3.176 -1.452 0.015 -0.015 -0.002 0.283
H -1.822 2.151 -1.598 -0.019 0.025 -0.014 -0.483
H 0.492 4.234 0.220 -0.023 0.005 0.009 0.469
H 0.485 2.476 0.469 0.039 0.056 0.035 -0.131
H 0.314 3.561 1.855 0.011 -0.005 -0.014 0.181
H -2.254 5.799 0.593 0.016 -0.031 -0.017 0.391
H -2.321 5.119 2.223 -0.024 0.016 -0.012 0.241
H -3.679 4.890 1.117 0.017 0.018 0.004 0.285
H -2.121 -0.281 4.780 -0.031 0.001 0.024 0.258
H -3.874 -0.103 4.813 0.008 0.008 0.007 0.261
H -2.895 0.604 6.114 -0.007 0.018 -0.011 0.347
H -0.296 2.227 4.283 -0.013 0.021 0.007 0.232
H -1.128 2.970 5.660 -0.015 0.001 -0.018 0.383
H -1.058 3.814 4.104 0.010 -0.014 0.006 0.259
H -5.145 2.605 4.120 -0.010 0.024 0.003 0.213
H -4.149 4.010 3.734 -0.020 0.004 0.014 0.274
H -4.269 3.443 5.407 0.029 -0.021 -0.002 0.406
H -5.463 3.078 0.009 -0.025 0.003 0.018 0.250
H -5.969 2.961 1.696 -0.010 0.008 -0.002 0.277
H -6.892 2.129 0.436 0.019 -0.028 0.001 0.386
H -4.211 0.712 -1.459 -0.007 0.005 0.013 0.134
H -5.551 -0.373 -1.043 0.000 0.016 0.008 0.495
H -3.889 -0.783 -0.580 -0.050 -0.018 -0.024 -0.042
H -5.811 0.206 3.124 0.009 -0.021 0.003 0.232
H -4.887 -1.118 2.397 -0.031 0.010 0.020 0.277
H -6.500 -0.715 1.779 0.014 0.015 -0.003 0.389
```
Forces are in eV/Å.

## Properties
E = -105945.58116 eV
Orbital gap = 6.59 eV
Multiplicity = 1
Energy relative to the best compared isomer or geometry (same formula, charge and spin) = 0.7 kcal/mol
HOMO energy = -4.2920 eV
Net charge = -1